1.
DFT (ωB97M-V with the def2-TZVPD basis set) results for C26H37CrN8OS2 as an isolated structure at a distorted geometry.

Each line ends with the Mulliken charge.
Atoms and positions in Å:
1 Cr 0.0227 -2.6855 0.2642  0.343
2 N -1.4902 -3.1258 1.8955  -0.377
3 C -0.8808 -4.2061 2.7351  -0.747
4 C 0.5734 -3.9425 3.0400  -0.536
5 N 1.3465 -3.4918 1.8513  -0.182
6 C 2.0854 -4.5119 1.0841  -0.560
7 C 1.0467 -5.4636 0.4213  -0.601
8 N -0.0603 -4.7025 -0.2801  -0.408
9 H -2.3362 -3.4572 1.3772  0.270
10 H -1.7062 -2.2895 2.4567  0.333
11 H -1.4407 -4.2892 3.7036  0.441
12 H -1.0672 -5.2284 2.3413  0.282
13 H 0.6556 -3.1606 3.7836  0.509
14 H 1.0690 -4.8072 3.4633  0.368
15 H 2.0089 -2.7794 2.1662  0.286
16 H 2.7216 -4.0964 0.2913  0.362
17 H 2.6984 -5.0993 1.8265  0.400
18 H 1.6450 -6.0116 -0.3226  0.440
19 H 0.7138 -6.2473 1.1276  0.336
20 H -0.1816 -4.8774 -1.2690  0.336
21 H -0.9818 -5.0115 0.1405  0.314
22 S -0.9808 -0.6775 0.2904  -0.018
23 C -0.5841 0.2021 -1.1722  0.517
24 N -1.0832 1.4734 -1.3040  0.151
25 C -1.3331 1.8942 -2.6621  -0.654
26 C -0.0014 1.7556 -3.4338  -0.496
27 N 0.4440 0.3259 -3.3338  0.178
28 C 0.8096 -0.4254 -4.5502  -1.416
29 C -0.4256 -1.2256 -5.0375  0.952
30 C -0.9752 -2.2702 -4.2348  0.293
31 C -2.0594 -2.9561 -4.6830  -0.521
32 C -2.6587 -2.6621 -5.9247  -0.544
33 C -2.1059 -1.6715 -6.7156  -0.517
34 C -0.9020 -1.0205 -6.3402  -0.659
35 C 0.2842 -0.3477 -2.1907  -0.056
36 S 1.2541 -1.7807 -1.7733  -0.146
37 C -1.4775 2.3091 -0.1745  -0.500
38 C -1.1834 3.7960 -0.3408  -0.075
39 C -2.2335 4.7141 -0.1650  -0.240
40 C -2.0955 6.0054 -0.5363  -0.768
41 C -0.7908 6.5144 -0.8666  -0.310
42 C 0.2532 5.6591 -1.0662  -0.926
43 C 0.0748 4.2825 -0.7483  0.117
44 H -1.5067 2.9687 -2.5681  0.429
45 H -2.1267 1.3511 -3.0952  0.369
46 H 0.8048 2.3895 -2.9969  0.262
47 H -0.0911 2.0145 -4.5023  0.438
48 H 1.6472 -1.0587 -4.2319  0.505
49 H 1.0947 0.3324 -5.3560  0.426
50 H -0.4279 -2.5447 -3.3303  0.201
51 H -2.3986 -3.8083 -4.0618  0.302
52 H -3.5680 -3.2195 -6.2188  0.393
53 H -2.6152 -1.3124 -7.6306  0.395
54 H -0.4773 -0.2776 -6.9840  0.409
55 H -0.9595 1.8902 0.6777  0.290
56 H -2.5105 2.1968 0.0282  0.461
57 H -3.1666 4.3664 0.3462  0.318
58 H -2.9607 6.6634 -0.5706  0.439
59 H -0.5964 7.5775 -0.9823  0.432
60 H 1.2858 5.9255 -1.3344  0.394
61 H 0.8690 3.5351 -0.8171  0.565
62 O 4.2999 2.2362 3.6339  -0.315
63 N 3.0933 2.2961 3.7268  -0.097
64 C 0.2588 2.3103 4.7609  -0.917
65 C 1.4705 2.5317 5.5809  0.597
66 N 2.7588 2.6264 5.0705  0.394
67 C 3.7061 2.9301 6.0855  -0.183
68 C 2.9940 3.0702 7.2121  -0.464
69 N 1.6167 2.7487 6.9001  -0.080
70 H 0.4403 2.7761 3.7615  0.261
71 H -0.6146 2.7721 5.2290  0.414
72 H -0.0062 1.2310 4.7269  0.241
73 H 4.7610 2.9896 5.9006  0.473
74 H 3.3315 3.3186 8.2208  0.403
75 H 0.9221 2.7631 7.6846  0.276

## Properties
Spin multiplicity ... 4
⟨S²⟩ ... 3.836
Total charge ... +4
Energy ... -3365.5897 Ha

2.
DFT (ωB97M-V with the def2-TZVPD basis set) results for C26H37HgN7O2 as an isolated structure at a distorted geometry.

Each line ends with the Mulliken charge.
Atoms and positions in Å:
1 Hg -0.3433 -0.0408 -0.1810  2.689
2 C -1.9033 -3.1641 -0.7075  -1.308
3 N -2.3429 -2.1559 0.2486  1.154
4 C -3.6360 -1.6661 -0.2088  -1.271
5 C -4.2360 -0.4601 0.5215  -1.041
6 C -3.2847 0.7545 0.6088  -0.721
7 N -2.3402 0.7240 -0.4692  0.150
8 C -2.4190 1.6187 -1.4127  -0.425
9 C -1.6694 1.6032 -2.6158  0.797
10 C -1.8406 2.6800 -3.5060  -0.913
11 C -1.2555 2.7057 -4.7491  -0.750
12 C -0.4815 1.6210 -5.1554  -0.439
13 C -0.2566 0.5677 -4.2958  -0.538
14 C -0.7803 0.5288 -2.9855  0.408
15 O -0.4781 -0.4756 -2.2236  -0.702
16 C -2.4268 -2.6667 1.6067  -0.803
17 C -1.0602 -2.9567 2.2162  -1.010
18 C -0.3463 -1.7380 2.8069  -1.408
19 N -0.1253 -0.5599 1.9789  0.742
20 C 0.0717 0.5277 2.7432  -1.228
21 C 0.3462 1.8738 2.4512  1.567
22 C 0.5283 2.7122 3.5819  -1.659
23 C 0.7618 4.0597 3.4841  -0.573
24 C 0.8191 4.6569 2.2271  -0.532
25 C 0.6659 3.8783 1.0961  -0.757
26 C 0.4511 2.4886 1.1504  0.251
27 O 0.3846 1.8330 0.0363  -0.750
28 H -2.6643 -3.9553 -0.8505  0.323
29 H -0.9791 -3.6376 -0.3928  0.442
30 H -1.7101 -2.6702 -1.6569  0.169
31 H -4.3826 -2.4896 -0.1771  0.436
32 H -3.4894 -1.3750 -1.2502  0.426
33 H -4.5739 -0.7314 1.5247  0.464
34 H -5.1205 -0.1798 -0.0585  0.393
35 H -2.7339 0.7160 1.5563  0.021
36 H -3.8871 1.6824 0.6026  0.535
37 H -3.1557 2.4332 -1.3103  0.106
38 H -2.4488 3.5185 -3.1804  0.334
39 H -1.3942 3.5559 -5.4054  0.371
40 H -0.0399 1.6097 -6.1449  0.391
41 H 0.3536 -0.2686 -4.6141  0.413
42 H -3.0551 -3.5834 1.6419  0.369
43 H -2.9219 -1.9116 2.2203  0.279
44 H -0.4282 -3.4407 1.4790  0.269
45 H -1.1883 -3.6647 3.0431  0.397
46 H 0.6337 -2.1053 3.1651  0.193
47 H -0.9153 -1.4469 3.7067  0.544
48 H 0.0204 0.3415 3.8237  0.040
49 H 0.4859 2.2516 4.5640  0.322
50 H 0.9006 4.6538 4.3794  0.354
51 H 0.9843 5.7243 2.1354  0.376
52 H 0.7247 4.3225 0.1103  0.386
53 C 5.0753 0.0369 1.9201  -1.372
54 C 4.1755 0.0009 0.7377  0.666
55 C 4.4390 0.1282 -0.6097  -1.356
56 C 3.1957 -0.0130 -1.2551  0.362
57 N 2.2495 -0.2315 -0.3573  0.726
58 N 2.8486 -0.2147 0.8394  0.187
59 C 2.9108 0.0753 -2.7082  -1.277
60 H 6.1124 0.0062 1.5962  0.374
61 H 4.8801 -0.8130 2.5731  0.312
62 H 4.9137 0.9495 2.4925  0.267
63 H 5.3886 0.2835 -1.0795  0.479
64 H 2.2683 -0.2401 1.6699  -0.180
65 H 3.8337 0.0227 -3.2836  0.414
66 H 2.3979 1.0130 -2.9215  0.231
67 H 2.2383 -0.7212 -3.0167  0.112
68 N 1.7595 -3.5362 -1.2583  -0.528
69 N 1.7884 -3.2162 0.1430  -0.547
70 H 2.6901 -3.8582 -1.5102  0.289
71 H 1.5523 -2.7075 -1.8233  0.239
72 H 2.5362 -2.5542 0.3637  0.345
73 H 0.9259 -2.7067 0.3289  -0.018

## Properties
Spin multiplicity ... 2
ΔE to the lowest compared entry with this formula, charge and spin ... 66.7 kJ/mol
⟨S²⟩ ... 0.782
Total charge ... -1

3.
DFT (ωB97M-V with the def2-TZVPD basis set) results for a 2-piece molecular cluster, C26H37N4 overall at a distorted geometry.

Each line ends with the Mulliken charge.
Atoms and positions in Å:
1 C 5.1087 -5.7677 1.2836  -0.562
2 C 4.5122 -6.1433 -0.0754  -0.510
3 C 3.4122 -5.1147 -0.3790  -0.618
4 N 3.4023 -4.1915 0.7479  0.216
5 C 2.4461 -3.2008 0.8687  0.322
6 C 1.5193 -3.2048 1.9439  -0.468
7 C 0.5228 -2.2577 1.9988  -0.936
8 C 0.5339 -1.1390 1.1196  1.031
9 C -0.4072 -0.1028 1.3297  -0.853
10 C -0.1808 1.2541 0.9936  0.488
11 C 1.1311 1.8145 0.8791  -0.680
12 C 1.3051 3.1498 0.5819  -0.599
13 C 0.1881 3.9584 0.2348  0.316
14 N 0.3631 5.2304 -0.2622  0.192
15 C 1.1576 6.2335 0.4104  -0.517
16 C 1.2517 7.4151 -0.5651  -0.564
17 C 0.4106 7.0570 -1.7931  -0.528
18 C -0.1481 5.6445 -1.5597  -0.543
19 C -1.1207 3.4129 0.3580  -0.456
20 C -1.2898 2.1179 0.7769  -0.514
21 C 1.5058 -1.1095 0.0693  -0.786
22 C 2.3821 -2.1598 -0.0911  -0.528
23 C 4.2575 -4.6161 1.8452  -0.544
24 H 5.1148 -6.6092 1.9791  0.298
25 H 6.1402 -5.4321 1.1427  0.271
26 H 5.2785 -6.1081 -0.8525  0.284
27 H 4.0826 -7.1474 -0.0593  0.293
28 H 3.6014 -4.5988 -1.3354  0.283
29 H 2.4315 -5.6215 -0.4762  0.284
30 H 1.5727 -3.9946 2.6917  0.377
31 H -0.2570 -2.2977 2.7602  0.440
32 H -1.3238 -0.3501 1.8771  0.646
33 H 2.0075 1.1910 1.0579  0.591
34 H 2.3038 3.6017 0.5435  0.363
35 H 0.6845 6.5691 1.3521  0.270
36 H 2.1506 5.8443 0.6763  0.252
37 H 0.8626 8.3185 -0.0931  0.274
38 H 2.2967 7.5837 -0.8336  0.284
39 H -0.4196 7.7551 -1.9112  0.289
40 H 1.0129 7.0742 -2.7051  0.283
41 H 0.2021 4.9677 -2.3633  0.283
42 H -1.2538 5.6285 -1.5973  0.240
43 H -1.9800 4.0507 0.1333  0.433
44 H -2.2872 1.6919 0.8955  0.504
45 H 1.5413 -0.2583 -0.6135  0.631
46 H 3.0810 -2.1927 -0.9305  0.426
47 H 3.6558 -4.9506 2.7066  0.292
48 H 4.9123 -3.8027 2.2004  0.251
49 N -4.2322 1.2734 0.4447  -0.505
50 C -5.0940 0.2181 -0.0845  -1.163
51 C -4.2967 -0.5671 -1.1168  0.420
52 C -4.9372 -1.7838 -1.8252  -0.744
53 C -3.7563 -2.7737 -2.0086  -0.559
54 C -2.6799 -2.3403 -0.9842  -0.456
55 N -3.1414 -1.0889 -0.5047  -0.018
56 H -4.1326 2.0434 -0.2199  0.231
57 H -4.6275 1.6723 1.3049  0.213
58 H -5.3414 -0.4415 0.7562  0.378
59 H -6.0166 0.6119 -0.5361  0.305
60 H -4.0067 0.1618 -1.8995  0.106
61 H -5.6994 -2.2375 -1.1834  0.321
62 H -5.4117 -1.5212 -2.7740  0.349
63 H -4.0570 -3.8124 -1.8537  0.332
64 H -3.3331 -2.6930 -3.0169  0.263
65 H -2.5451 -3.1048 -0.1916  0.266
66 H -1.7026 -2.2301 -1.4873  0.163
67 H -2.6636 -0.5796 0.2195  -0.101

## Properties
ΔE to the lowest compared entry with this formula, charge and spin ... 83.1 kJ/mol
Total charge ... +1